Entry from OMol25: a cluster of 30 separate species, C29H103FNO31Si in total in a non-equilibrium geometry (wB97M-V/def2-TZVPD).

## Properties
highest occupied orbital energy	-10.9	eV
E_tot	-107299.7843	eV
LUMO	-3.596	eV

```
! wB97M-V def2-TZVPD RIJCOSX def2/J DEFGRID3
* xyz 1 1
C -4.458 -0.836 3.204
C -3.505 -0.632 2.016
C -3.291 0.826 1.587
C -2.476 1.753 2.520
C -3.170 2.089 3.877
C -1.077 1.271 2.809
N -0.926 0.156 3.548
C 0.238 -0.401 3.903
C 0.199 -1.685 4.695
C 1.357 -2.594 4.217
F 1.408 -2.621 2.830
C 1.406 0.226 3.524
C 1.326 1.400 2.773
C 2.636 2.058 2.451
O 3.080 2.878 3.209
O 3.303 1.731 1.340
C 0.084 1.930 2.393
C 0.011 3.200 1.548
C -0.522 2.809 0.132
C 0.428 3.195 -1.021
C 1.388 2.075 -1.437
C 0.690 0.868 -2.056
C 1.666 -0.197 -2.564
C 2.311 -0.998 -1.419
C 2.804 -2.386 -1.842
Si 1.471 -3.687 -2.234
C 1.560 -5.094 -0.981
C 1.839 -4.442 -3.929
C -0.301 -3.000 -2.272
C -1.136 -3.297 -3.357
C -2.452 -2.848 -3.440
C -2.997 -2.057 -2.417
C -2.166 -1.768 -1.335
C -0.854 -2.219 -1.251
H -4.736 -1.886 3.301
H -3.975 -0.566 4.149
H -5.361 -0.233 3.115
H -3.966 -1.137 1.162
H -2.567 -1.171 2.173
H -2.775 0.823 0.620
H -4.256 1.303 1.405
H -2.372 2.697 1.993
H -2.733 3.017 4.243
H -2.911 1.323 4.609
H -4.242 2.182 3.749
H -1.763 -0.318 3.871
H -0.733 -2.227 4.534
H 0.330 -1.488 5.760
H 1.227 -3.617 4.549
H 2.292 -2.156 4.568
H 2.350 -0.194 3.838
H 3.092 0.825 1.066
H 0.967 3.716 1.503
H -0.750 3.818 2.029
H -0.627 1.720 0.108
H -1.517 3.207 -0.068
H -0.190 3.444 -1.890
H 0.964 4.108 -0.765
H 1.996 1.777 -0.578
H 2.059 2.490 -2.197
H -0.028 0.410 -1.370
H 0.129 1.227 -2.923
H 1.155 -0.840 -3.285
H 2.486 0.289 -3.103
H 3.201 -0.429 -1.111
H 1.670 -1.026 -0.530
H 3.464 -2.309 -2.706
H 3.380 -2.794 -1.006
H 1.415 -4.721 0.038
H 2.534 -5.573 -1.036
H 0.793 -5.837 -1.213
H 1.400 -5.444 -3.948
H 1.334 -3.856 -4.702
H 2.916 -4.478 -4.086
H -0.787 -3.919 -4.173
H -3.088 -3.086 -4.286
H -4.003 -1.658 -2.430
H -2.567 -1.168 -0.526
H -0.298 -1.960 -0.358
O -0.066 6.338 -0.234
H 0.009 6.401 0.723
H 0.812 6.569 -0.560
O 2.329 1.623 6.252
H 2.475 1.996 5.374
H 2.648 2.307 6.855
O 1.146 7.218 -2.689
H 1.081 6.925 -3.606
H 0.247 7.500 -2.470
O -0.261 9.985 -1.856
H 0.636 9.637 -1.862
H -0.221 10.710 -1.219
O -0.690 -4.572 5.328
H -1.108 -5.360 5.701
H -0.980 -4.596 4.407
O 5.411 -3.291 -3.863
H 6.133 -3.572 -3.291
H 5.675 -2.404 -4.141
O 0.854 -7.749 -3.973
H 1.298 -8.593 -4.153
H 0.006 -7.824 -4.421
O 2.957 5.529 1.373
H 3.116 6.336 1.878
H 3.279 4.835 1.956
O -0.039 10.771 0.847
H 0.058 11.595 1.334
H 0.304 10.106 1.450
O 0.005 4.952 -4.449
H -0.813 4.457 -4.605
H 0.502 4.401 -3.836
O 0.479 -6.131 -6.694
H 1.135 -6.452 -6.061
H 0.808 -5.269 -6.964
O -5.251 -4.287 -2.398
H -4.535 -3.771 -2.788
H -5.868 -4.427 -3.129
O -2.051 0.971 -3.874
H -2.353 0.137 -3.489
H -2.302 0.904 -4.800
O -2.657 3.678 -5.471
H -2.794 3.172 -6.277
H -3.060 3.141 -4.769
O 5.294 0.025 -2.668
H 5.316 0.554 -3.474
H 4.979 0.628 -1.987
O -4.376 2.378 -3.461
H -3.972 2.155 -2.617
H -5.069 3.011 -3.242
O -6.489 -5.731 -4.973
H -6.048 -6.572 -5.124
H -7.338 -5.821 -5.418
O 4.844 -5.074 -1.271
H 5.008 -4.704 -2.149
H 5.109 -4.373 -0.668
O 3.104 8.319 -0.613
H 2.724 7.570 -0.148
H 2.798 8.198 -1.521
O 1.349 -6.786 4.838
H 1.746 -7.092 5.658
H 0.745 -6.078 5.103
O 6.471 -0.144 -5.262
H 7.384 -0.290 -4.989
H 6.511 0.654 -5.800
O -2.757 -6.149 4.027
H -3.677 -6.406 4.136
H -2.472 -6.577 3.207
O 1.744 2.263 9.026
H 2.151 1.411 8.837
H 0.867 2.198 8.634
O -4.803 4.705 4.382
H -4.842 5.276 3.608
H -5.093 5.270 5.106
O -1.216 11.644 3.456
H -1.006 12.553 3.694
H -2.173 11.641 3.356
O -4.346 -6.259 -0.400
H -4.367 -5.702 -1.192
H -4.683 -5.683 0.291
O -0.494 -7.642 2.598
H -0.731 -8.547 2.371
H 0.259 -7.732 3.199
O 2.284 6.355 4.098
H 2.075 5.432 3.919
H 3.024 6.318 4.713
O 2.301 -10.235 -4.024
H 2.133 -11.164 -4.209
H 3.014 -10.238 -3.377
*
```